{"formula": "C78H65N3O44", "method": "ωB97M-V/def2-TZVPD", "molar_mass_g_mol": 1748.4, "homo_ev": -9.411, "multiplicity": 1, "species": ["C", "C", "C", "O", "C", "C", "C", "O", "O", "O", "H", "H", "H", "H", "C", "C", "C", "O", "C", "C", "C", "O", "O", "O", "H", "H", "H", "H", "C", "C", "C", "O", "C", "C", "C", "O", "O", "O", "H", "H", "H", "H", "C", "C", "C", "O", "C", "C", "C", "O", "O", "O", "H", "H", "H", "H", "C", "C", "C", "O", "C", "C", "C", "O", "O", "O", "H", "H", "H", "H", "C", "C", "C", "O", "C", "C", "C", "O", "O", "O", "H", "H", "H", "H", "C", "C", "C", "O", "C", "C", "C", "O", "O", "O", "H", "H", "H", "H", "C", "C", "C", "O", "C", "C", "C", "O", "O", "O", "H", "H", "H", "H", "C", "C", "C", "O", "C", "C", "C", "O", "O", "O", "H", "H", "H", "H", "C", "C", "C", "O", "C", "C", "C", "O", "O", "O", "H", "H", "H", "H", "C", "C", "C", "O", "C", "C", "C", "O", "O", "O", "H", "H", "H", "H", "C", "C", "C", "C", "N", "H", "H", "H", "H", "H", "H", "H", "C", "C", "C", "C", "N", "H", "H", "H", "H", "H", "H", "H", "C", "C", "C", "C", "N", "H", "H", "H", "H", "H", "H", "H"], "coordinates": [[-2.473, 3.108, -4.366], [-2.541, 4.196, -3.584], [-3.733, 4.522, -2.692], [-3.611, 5.487, -1.974], [-4.947, 3.740, -2.817], [-4.937, 2.696, -3.699], [-3.632, 2.271, -4.469], [-3.713, 1.216, -5.079], [-6.005, 1.937, -3.890], [-1.540, 5.031, -3.415], [-1.682, 2.995, -5.113], [-5.863, 4.030, -2.346], [-5.835, 1.180, -4.503], [-1.770, 5.530, -2.588], [-0.476, -2.415, -2.862], [0.250, -3.344, -3.529], [0.395, -3.340, -5.019], [1.024, -4.318, -5.409], [-0.182, -2.354, -5.826], [-0.889, -1.365, -5.212], [-1.069, -1.373, -3.712], [-1.931, -0.614, -3.284], [-1.489, -0.342, -5.868], [0.643, -4.559, -3.010], [-0.568, -2.411, -1.795], [-0.169, -2.539, -6.917], [-2.171, 0.127, -5.295], [1.048, -5.097, -3.707], [2.677, 2.110, -4.032], [2.010, 1.414, -4.929], [2.448, 0.016, -5.339], [2.038, -0.296, -6.446], [3.275, -0.787, -4.469], [3.714, -0.148, -3.341], [3.520, 1.344, -3.059], [4.022, 1.883, -2.117], [4.412, -0.793, -2.408], [1.057, 2.031, -5.678], [2.510, 3.171, -3.785], [3.572, -1.734, -4.820], [4.745, -0.189, -1.732], [0.899, 1.528, -6.519], [-0.433, 2.673, 4.580], [-0.524, 3.893, 5.108], [0.729, 4.524, 5.799], [0.562, 5.604, 6.320], [2.022, 3.870, 5.667], [2.085, 2.630, 5.052], [0.877, 2.070, 4.399], [1.037, 1.013, 3.794], [3.181, 1.932, 4.934], [-1.596, 4.683, 5.103], [-1.301, 2.202, 4.084], [2.916, 4.445, 5.898], [2.931, 1.184, 4.392], [-1.318, 5.420, 5.659], [4.196, -4.573, 2.911], [2.962, -4.668, 2.340], [1.918, -3.579, 2.558], [0.837, -3.779, 2.077], [2.378, -2.374, 3.187], [3.531, -2.313, 3.887], [4.465, -3.522, 3.862], [5.363, -3.363, 4.681], [4.002, -1.220, 4.441], [2.766, -5.692, 1.500], [5.003, -5.319, 2.769], [1.671, -1.564, 3.355], [4.822, -1.320, 4.966], [1.818, -5.696, 1.162], [-1.825, -4.883, 3.666], [-1.024, -4.048, 4.378], [-1.205, -2.545, 4.225], [-0.412, -1.944, 4.956], [-2.158, -1.969, 3.291], [-2.908, -2.851, 2.617], [-2.792, -4.374, 2.763], [-3.577, -5.081, 2.148], [-3.843, -2.506, 1.762], [0.035, -4.489, 5.115], [-1.795, -5.914, 3.567], [-2.340, -0.920, 3.037], [-4.199, -3.349, 1.482], [0.317, -3.671, 5.597], [5.676, 2.385, 0.863], [6.540, 3.356, 1.201], [7.998, 3.136, 1.511], [8.592, 4.108, 1.896], [8.538, 1.805, 1.401], [7.605, 0.803, 1.182], [6.158, 1.033, 0.859], [5.480, 0.015, 0.593], [7.962, -0.530, 1.128], [6.155, 4.638, 1.289], [4.674, 2.601, 0.557], [9.632, 1.634, 1.414], [7.164, -1.084, 0.902], [6.953, 5.157, 1.545], [-1.533, 8.226, 0.706], [-2.508, 7.309, 0.499], [-2.379, 5.949, 1.259], [-3.125, 5.079, 0.811], [-1.269, 5.653, 2.180], [-0.422, 6.719, 2.379], [-0.500, 8.020, 1.630], [0.342, 8.855, 1.922], [0.573, 6.612, 3.283], [-3.560, 7.411, -0.216], [-1.489, 9.204, 0.161], [-1.191, 4.648, 2.618], [1.131, 7.446, 3.282], [-3.891, 6.472, -0.524], [-6.041, 1.248, 1.498], [-4.918, 1.982, 1.762], [-3.961, 1.710, 2.921], [-2.918, 2.304, 2.895], [-4.442, 0.660, 3.895], [-5.685, 0.188, 3.753], [-6.528, 0.351, 2.480], [-7.509, -0.325, 2.444], [-6.283, -0.587, 4.691], [-4.678, 2.999, 0.950], [-6.505, 1.320, 0.500], [-3.928, 0.624, 4.829], [-7.228, -0.699, 4.343], [-3.842, 3.436, 1.159], [-2.606, -5.093, -1.078], [-1.544, -5.213, -0.288], [-1.063, -6.479, 0.279], [0.003, -6.498, 0.850], [-1.808, -7.697, 0.112], [-2.884, -7.637, -0.704], [-3.332, -6.330, -1.416], [-4.144, -6.364, -2.252], [-3.609, -8.701, -1.074], [-0.845, -4.167, 0.151], [-2.970, -4.223, -1.487], [-1.428, -8.567, 0.624], [-3.115, -9.531, -0.911], [-0.200, -4.413, 0.875], [3.374, -3.645, -1.352], [3.995, -3.042, -0.314], [5.447, -3.412, 0.049], [5.948, -2.820, 0.964], [6.083, -4.558, -0.543], [5.358, -5.224, -1.448], [4.030, -4.786, -1.973], [3.557, -5.354, -2.907], [5.664, -6.358, -1.984], [3.390, -2.135, 0.426], [2.320, -3.446, -1.621], [7.076, -4.922, -0.179], [4.983, -6.599, -2.631], [4.008, -1.588, 0.925], [-1.939, 1.453, -0.764], [-1.823, 0.039, -0.165], [-0.369, -0.513, 0.201], [0.560, -0.066, -0.769], [1.209, 0.086, -1.694], [-1.259, 1.624, -1.616], [-1.745, 2.287, -0.105], [-2.946, 1.564, -1.187], [-2.406, -0.577, -0.889], [-2.412, 0.017, 0.772], [-0.397, -1.622, 0.211], [-0.117, -0.165, 1.230], [1.613, 3.810, 0.598], [2.547, 5.029, 0.613], [2.631, 5.508, -0.879], [1.252, 5.834, -1.328], [0.192, 6.122, -1.622], [0.588, 4.093, 0.555], [1.745, 3.146, 1.418], [1.861, 3.175, -0.284], [3.563, 4.754, 0.847], [2.189, 5.822, 1.287], [2.990, 4.680, -1.422], [3.246, 6.419, -0.865], [-5.334, -1.970, -2.213], [-5.404, -3.195, -3.138], [-4.908, -2.598, -4.496], [-5.734, -1.471, -5.010], [-6.384, -0.658, -5.521], [-5.846, -2.076, -1.243], [-5.796, -1.089, -2.681], [-4.309, -1.604, -2.023], [-6.435, -3.490, -3.168], [-4.729, -4.053, -2.940], [-4.718, -3.368, -5.289], [-3.911, -2.181, -4.399]], "atomic_forces_ev_per_a": [[-0.225, 0.302, -1.185], [0.378, -0.208, 0.729], [-1.026, -0.978, -0.770], [0.294, 0.584, 0.514], [0.654, -0.730, -1.310], [0.565, -0.015, 0.308], [-1.228, -0.197, 0.624], [0.182, 0.186, 0.025], [0.405, 0.030, -0.133], [-0.439, -0.025, 0.319], [0.049, -0.273, 0.600], [-0.155, 0.149, 0.461], [0.150, 0.375, 0.088], [0.479, 0.295, -0.573], [1.389, -0.101, -1.382], [-0.997, -1.961, 0.967], [1.310, -1.779, 0.886], [-0.114, 0.291, -1.050], [-1.465, 1.361, -1.285], [0.177, 0.583, -1.030], [-1.128, -0.155, 0.869], [0.459, 0.071, -0.075], [0.119, -1.096, 0.933], [-0.683, 2.235, 0.919], [-0.435, -0.038, 0.241], [0.176, 0.563, 0.777], [0.708, -0.428, -0.363], [0.243, 0.386, -0.529], [0.886, 0.051, 2.339], [-0.547, 0.542, -1.418], [-0.972, 0.667, -0.693], [0.237, -0.542, 0.022], [-0.002, 2.451, 1.020], [0.245, -0.843, 0.028], [-1.702, 0.325, -2.449], [0.947, -0.081, 1.316], [0.091, -0.258, -0.570], [0.418, -0.932, -0.442], [-0.018, -0.636, -0.328], [0.246, -1.121, 0.053], [-0.156, 0.492, 0.260], [0.290, 0.019, 1.017], [-0.619, -0.330, -1.125], [1.170, 0.489, 0.723], [-0.430, -0.142, -1.197], [-0.199, 0.211, 0.337], [0.097, -1.546, -1.099], [-0.383, 3.271, 1.292], [-0.983, -1.518, 0.522], [0.147, 0.400, -0.194], [0.646, 0.450, 0.202], [0.347, -1.032, 0.175], [0.784, 0.260, 0.366], [-0.196, -0.307, 0.439], [-0.043, -1.177, -0.600], [0.004, 0.888, 0.347], [0.195, -0.700, 0.420], [2.046, -0.405, 0.111], [2.203, -0.792, -0.251], [-1.602, 0.314, -0.258], [-0.791, 1.178, 1.754], [0.140, -1.328, -1.786], [0.018, 2.017, 1.080], [0.394, -1.320, -0.695], [-0.503, 0.998, 0.547], [-1.914, 0.710, -0.099], [-0.817, 0.413, -0.011], [-0.060, -0.010, -0.509], [-0.342, -0.858, -0.491], [1.007, -0.063, 0.517], [0.847, 1.374, 0.489], [-0.202, -1.703, -1.170], [1.685, 0.508, 1.314], [-0.797, 0.369, -0.615], [-0.061, -0.392, -0.206], [-0.021, -0.781, -0.011], [-0.638, 1.107, 0.396], [0.177, 0.520, -0.274], [0.144, 0.915, 0.007], [-1.625, 1.545, -0.370], [0.654, -1.978, 0.584], [0.578, -0.211, 0.738], [-0.769, -0.904, -0.670], [0.109, -0.356, -0.305], [0.278, -0.082, -0.088], [-0.814, 0.822, -0.104], [-0.381, -0.817, 0.203], [0.904, 1.090, 0.150], [-0.935, -1.748, -0.704], [2.341, -1.558, -0.144], [-1.143, -1.283, -0.215], [0.917, 1.828, 0.259], [-0.720, 1.836, -0.020], [0.480, -0.490, -0.049], [-0.440, -0.033, 0.010], [-0.963, 0.042, 0.333], [0.447, 0.647, 0.319], [-0.204, -0.327, -0.043], [-1.322, 1.576, -1.938], [1.752, -0.933, 2.435], [0.761, -0.974, -1.526], [0.115, 0.457, 0.792], [-0.133, 1.885, -0.523], [-0.075, -2.165, 1.060], [0.523, -0.104, 1.125], [0.375, -0.018, -0.010], [0.320, 0.902, -0.552], [-1.541, -1.028, -1.691], [-0.255, -1.055, 0.520], [-0.006, 0.709, -0.149], [-1.014, -0.801, -0.296], [0.710, 1.721, 0.783], [0.922, 0.440, -0.857], [-1.520, 0.158, -0.693], [-1.980, -1.641, -0.274], [0.661, 0.267, 0.399], [0.530, 2.171, -0.770], [-0.524, -0.930, 0.672], [2.039, 0.350, 0.876], [-2.163, -1.046, -0.264], [-0.809, 0.879, -1.306], [0.079, -0.907, 0.200], [-0.045, 0.188, 0.823], [0.440, -0.425, 0.442], [1.403, -0.175, 0.332], [0.621, 0.516, 0.099], [0.343, -2.720, 0.752], [0.247, 1.622, 0.699], [-0.243, -1.433, -0.297], [1.251, 0.374, 0.825], [-0.946, 0.656, -0.653], [0.197, -0.523, 0.041], [3.089, 0.073, 2.364], [-2.916, -0.404, -2.493], [0.332, -0.286, -0.082], [0.135, 0.306, 0.138], [-0.544, 1.960, -0.727], [-0.085, -0.241, -0.127], [-0.434, 0.695, 0.097], [-0.434, 0.093, -0.772], [-0.564, -0.154, 0.771], [0.418, -0.647, -1.095], [-1.015, -0.718, -0.126], [0.775, 1.419, 1.276], [0.655, -0.443, -0.145], [-0.437, -0.071, -0.046], [-0.385, 2.978, 1.598], [-0.604, -1.713, -1.710], [1.729, -1.588, -0.145], [-0.438, 0.235, -0.200], [0.860, 0.025, 0.110], [-1.100, 0.541, -0.352], [-0.368, 0.116, -0.280], [0.577, 0.038, 0.183], [0.358, -0.115, -0.780], [-0.612, 0.084, 0.219], [-2.335, 0.208, 1.334], [0.293, -0.633, -0.329], [0.902, 0.652, -0.794], [-0.114, -0.390, 0.173], [-0.022, 0.114, 0.629], [0.108, 0.064, 0.262], [1.017, -0.135, 0.616], [0.265, -0.074, -0.337], [0.150, 0.557, 0.077], [0.017, -0.203, -0.738], [1.272, -0.376, -0.710], [-0.760, -0.353, -1.111], [-1.427, 1.504, 2.118], [2.016, -0.088, 0.314], [-1.279, 0.310, -0.155], [-0.867, 0.245, -0.156], [0.098, -0.378, 1.063], [-0.310, 0.413, 0.347], [0.291, -0.068, 0.490], [0.219, -0.257, -0.264], [0.790, -0.614, -0.996], [-0.052, -0.379, -0.718], [0.348, 0.369, 1.095], [1.239, 1.700, -0.775], [-0.086, -0.703, -0.837], [-0.463, -0.374, -0.936], [0.753, -0.618, 0.877], [0.255, -0.220, -0.289], [-0.218, -0.379, -0.034], [-0.173, -0.499, -0.002], [-0.400, -0.555, -0.370], [-0.630, 0.563, 0.366], [-0.821, 0.640, 0.441], [0.247, 0.209, 0.536]]}